Here is a cluster of 2 separate species, C6H9FN3O2S in total in a non-equilibrium geometry from OMol25. Energies are from ωB97M-V with the def2-TZVPD basis set.

net charge: +1
LUMO level (alpha / beta): -0.1789 / -0.1789 Eh
highest occupied orbital energy (alpha / beta): -12.90 / -12.90 eV
energy above the lowest of the compared OMol25 structures with the same formula, charge and spin: 47.6 kcal/mol
HOMO-LUMO gap (alpha / beta): 8.029 / 8.030 eV
molar mass: 206.22 g mol⁻¹

Each line ends with the natural charge from an NBO analysis.
Geometry (Å):
C (-2.819, -1.422, -0.205)  -0.30
C (-1.851, -2.265, 0.245)  0.06
C (-2.377, -0.047, -0.544)  0.23
C (-0.989, 0.191, -0.486)  0.19
C (-0.099, -0.763, -0.100)  -0.02
C (2.784, 1.992, 1.060)  -0.43
N (-0.585, -1.902, 0.383)  -0.54
N (-3.202, 0.885, -1.002)  -0.73
N (2.701, 1.203, -0.175)  -0.82
O (3.016, -0.863, 1.177)  -0.82
O (3.058, -1.000, -1.322)  -0.79
F (-0.422, 1.390, -0.836)  -0.33
S (2.706, -0.403, -0.093)  2.35
H (-3.825, -1.798, -0.503)  0.26
H (-2.065, -3.374, 0.495)  0.25
H (2.907, 3.074, 0.937)  0.25
H (1.959, 1.743, 1.651)  0.22
H (3.616, 1.705, 1.635)  0.23
H (0.119, -2.368, 1.017)  0.45
H (-4.168, 0.677, -0.782)  0.41
H (-2.990, 1.685, -1.475)  0.42
H (2.528, 1.660, -1.075)  0.46